# 1
25
Properties=species:S:1:pos:R:3 method="wB97M-V/def2-TZVPD" orbital_gap_ev="7.7 / 4.7" homo_energy_ev="-10.4 / -8.5" e_above_lowest_kcal_mol=78.4 total_energy_ha=-1884.83428 charge=0
Cl -0.343 3.782 -0.103
S 3.527 -1.135 -0.256
P 0.917 0.378 -0.410
F 3.489 1.145 0.880
F 4.474 1.169 -1.064
F 5.508 0.551 0.722
O 3.311 -1.691 1.005
O 4.354 -1.812 -1.228
C 0.334 0.973 2.392
C -0.500 0.539 -1.565
C 2.045 -0.798 -1.081
C 4.352 0.523 0.124
C 0.487 -0.139 1.257
C -1.204 -0.887 -1.520
H -2.090 -0.971 -2.060
H -0.503 1.651 2.238
H -0.396 -0.653 1.292
H -0.223 0.702 -2.515
H -0.639 -1.522 -2.103
H 1.309 -0.902 1.688
H -1.091 1.272 -1.127
H 0.313 0.566 3.341
H -1.378 -1.252 -0.392
H 1.970 -1.225 -2.115
H 1.063 1.689 2.172


# 2
76
Properties=species:S:1:pos:R:3 method="wB97M-V/def2-TZVPD" orbital_gap_ev="8.6 / 8.5" spin_multiplicity=6 homo_energy_ev="-14.6 / -14.6" e_above_lowest_kcal_mol=1.6 s2=8.7680 total_energy_ha=-3003.59609 charge=+2
Fe -0.001 0.910 -1.703
O -1.163 8.543 -1.605
O 1.156 8.554 -1.598
N 2.054 1.520 -1.796
N -0.002 0.636 0.396
N -2.053 1.531 -1.799
N 0.005 3.069 -2.031
N -0.007 -1.179 -1.507
C -3.651 3.269 -2.082
C -0.004 0.085 3.134
C -4.380 1.014 -1.761
C 0.002 -5.799 0.689
C -0.004 8.550 -1.591
C -0.001 1.628 1.294
C 4.689 2.326 -1.958
C -0.003 -1.682 4.948
C -0.002 1.398 2.651
C -0.007 -3.423 -2.329
C -1.254 -6.044 -1.453
C 2.354 2.812 -1.999
C 1.171 3.706 -2.125
C 0.001 -5.445 -0.797
C -1.260 0.453 5.244
C -1.158 3.713 -2.125
C -0.002 -3.017 0.009
C 0.012 5.693 -2.414
C -2.345 2.825 -2.000
C 3.047 0.632 -1.679
C -1.211 5.090 -2.322
C 3.662 3.250 -2.082
C -0.004 -1.658 -0.250
C 1.258 -6.037 -1.454
C -0.004 -0.187 4.632
C -0.009 -2.062 -2.522
C -4.683 2.350 -1.959
C 1.253 0.453 5.244
C -0.003 -3.942 -1.032
C -0.003 -0.626 0.834
C 1.232 5.083 -2.321
C -3.049 0.647 -1.683
C 4.379 0.991 -1.756
C -0.005 -0.932 2.184
H -3.873 4.314 -2.244
H -0.006 -1.962 2.502
H 5.719 2.650 -2.015
H 5.150 0.240 -1.665
H -0.001 2.636 0.897
H 3.889 4.293 -2.247
H 2.755 -0.398 -1.511
H 0.890 -5.421 1.199
H -1.285 0.250 6.315
H 1.280 -7.114 -1.286
H -1.269 -5.879 -2.531
H -0.009 -4.075 -3.192
H 0.000 -3.363 1.029
H 0.004 -6.883 0.797
H -0.002 -1.818 6.029
H 2.161 5.631 -2.392
H 1.273 -5.871 -2.532
H 2.167 -5.608 -1.027
H 1.278 0.250 6.315
H -0.888 -5.424 1.200
H 2.162 0.044 4.800
H -0.002 2.240 3.329
H -2.763 -0.384 -1.518
H -5.712 2.679 -2.017
H -2.138 5.642 -2.395
H -0.893 -2.182 4.557
H -1.271 1.536 5.113
H -2.165 -5.619 -1.028
H 0.885 -2.182 4.555
H 1.264 1.536 5.113
H -0.012 -1.648 -3.523
H -5.155 0.266 -1.670
H -2.169 0.044 4.800
H -1.271 -7.120 -1.283


# 3
17
Properties=species:S:1:pos:R:3 method="wB97M-V/def2-TZVPD" orbital_gap_ev="6.6 / 6.5" homo_energy_ev="-14.2 / -14.2" e_above_lowest_kcal_mol=63.0 total_energy_ha=-798.37689 charge=+1
S -1.939 -1.070 -0.013
O 1.691 -1.823 0.436
O -0.170 1.503 -2.103
N 0.788 0.566 0.292
C -0.457 1.058 0.960
C -1.328 -0.114 1.383
C 1.168 -1.605 -0.640
C 0.606 -0.294 -0.871
C 0.085 0.323 -2.077
H 1.341 -0.071 0.933
H 1.338 1.395 0.017
H -2.210 0.263 1.905
H -0.792 -0.790 2.053
H -0.171 1.639 1.842
H 1.092 -2.349 -1.438
H -0.065 -0.348 -2.932
H -0.978 1.717 0.256


# 4
9
Properties=species:S:1:pos:R:3 method="wB97M-V/def2-TZVPD" orbital_gap_ev=7.2 homo_energy_ev=-17.8 total_energy_ha=-2425.07967 charge=+2
Lu -0.566 1.849 0.081
S -0.647 -0.433 2.514
S 1.551 -0.908 0.639
O -1.172 0.769 1.710
O 0.893 0.219 -0.317
O 0.225 -1.071 -2.654
O -0.838 0.799 -1.834
N 0.605 -1.109 1.896
C -0.052 -0.114 -2.034


# 5
22
Properties=species:S:1:pos:R:3 method="wB97M-V/def2-TZVPD" smiles="C[C@@H]1C=CC=C2C=N[N+](C)=C21" orbital_gap_ev=8.0 homo_energy_ev=-13.9 e_above_lowest_kcal_mol=77.5 total_energy_ha=-458.70692 charge=+1
N 2.599 0.017 -0.053
N 1.496 -0.618 0.304
C -1.886 0.847 0.504
C 1.789 -2.028 0.343
C -0.106 2.392 -0.184
C 0.876 1.393 -0.154
C 2.279 1.278 -0.260
C -1.796 -1.307 -0.733
C -1.413 2.132 0.376
C 0.409 0.067 0.178
C -1.020 -0.333 0.363
H 2.978 1.975 -0.699
H -1.105 -1.105 1.246
H 0.162 3.397 -0.274
H -2.803 0.541 0.901
H 1.814 -2.406 -0.703
H 2.719 -2.163 1.034
H -1.603 -1.003 -1.788
H -1.405 -2.349 -0.744
H -2.843 -0.984 -0.714
H -2.106 2.909 0.250
H 0.963 -2.651 0.807


# 6
16
Properties=species:S:1:pos:R:3 method="wB97M-V/def2-TZVPD" smiles="C=C1C=CCC1.[H][H]" orbital_gap_ev=9.8 homo_energy_ev=-8.6 e_above_lowest_kcal_mol=49.4 total_energy_ha=-234.52371 charge=0
C -1.673 1.070 -0.342
C 1.328 -0.475 0.723
C 0.995 -0.971 -0.669
C 0.578 0.882 0.815
C -0.359 0.832 -0.374
C 0.216 -0.113 -1.337
H -2.166 1.429 0.559
H -1.085 -1.639 0.151
H -1.550 -1.063 0.286
H 0.029 1.015 1.753
H 0.990 -1.162 1.509
H -0.200 -0.256 -2.329
H 1.325 -1.941 -1.036
H -2.309 0.750 -1.166
H 1.283 1.714 0.733
H 2.414 -0.372 0.833


# 7
22
Properties=species:S:1:pos:R:3 method="wB97M-V/def2-TZVPD" smiles="CNCCN(C)C=[NH2+]" orbital_gap_ev=9.8 homo_energy_ev=-12.8 e_above_lowest_kcal_mol=40.9 total_energy_ha=-362.91400 charge=+1
N 1.014 0.394 -0.248
N 2.222 -1.542 0.206
N -1.712 -0.324 0.738
C -1.320 1.018 0.325
C -0.213 1.007 -0.728
C 1.188 -0.897 -0.265
C -2.301 -1.169 -0.291
C 2.116 1.198 0.316
H 1.644 1.958 0.971
H 2.595 1.836 -0.456
H -1.571 -1.602 -0.972
H -3.149 -0.696 -0.908
H 0.331 -1.388 -0.615
H -2.346 -0.247 1.502
H -0.473 0.598 -1.649
H 3.023 -1.148 0.597
H 0.024 2.082 -1.072
H -2.125 1.488 -0.217
H -2.674 -2.132 0.156
H 2.761 0.601 0.955
H -1.043 1.497 1.173
H 2.008 -2.532 0.480


# 8
51
Properties=species:S:1:pos:R:3 method="wB97M-V/def2-TZVPD" orbital_gap_ev="6.1 / 5.2" spin_multiplicity=5 homo_energy_ev="-5.6 / -8.0" e_above_lowest_kcal_mol=20.1 s2=6.1344 total_energy_ha=-2677.86630 charge=0
Fe 0.664 2.431 -3.224
O -0.520 2.323 1.889
O 0.761 -2.206 1.887
O 2.449 -0.382 2.542
O 1.934 1.593 1.611
O -1.365 -1.727 2.446
O -1.436 4.497 -3.243
O 2.642 4.551 -2.822
O 1.256 2.720 -6.083
O -2.094 0.794 2.376
C -3.087 -3.358 2.566
C -1.624 -3.142 2.327
C 0.468 1.845 -1.202
C -4.350 1.404 2.679
C 3.793 0.127 2.466
C 0.973 2.682 -4.954
C -0.820 1.152 2.138
C 1.567 0.529 2.088
C 4.729 -0.982 2.814
C -0.561 3.739 -3.282
C 0.902 0.306 -3.456
C 1.813 1.219 -1.323
C 1.960 0.887 -2.770
C -0.091 -1.377 2.174
C -0.617 1.319 -1.878
C -2.987 1.933 2.377
C -0.406 0.595 -3.058
C 0.172 0.078 2.188
C 1.925 3.636 -2.815
H 0.306 2.547 -0.384
H 1.991 0.365 -0.642
H 4.586 -1.357 3.827
H 1.089 -0.248 -4.379
H -2.670 2.655 3.135
H 4.630 -1.821 2.125
H -3.301 -4.410 2.395
H -1.026 -3.684 3.064
H -3.700 -2.763 1.888
H 2.577 1.934 -0.996
H -1.628 1.563 -1.539
H -3.364 -3.107 3.590
H -4.652 0.645 1.960
H -2.965 2.424 1.399
H 3.992 0.475 1.450
H 2.969 0.852 -3.184
H 5.741 -0.590 2.733
H -4.394 0.964 3.675
H -5.061 2.225 2.635
H -1.343 -3.482 1.328
H 3.894 0.968 3.157
H -1.248 0.313 -3.682